Record 1
A molecular structure, C16H19BrN5O2PdSSe4Te in a non-equilibrium geometry. Source: OMol25; level of theory: ωB97M-V with the def2-TZVPD basis set.

```
50
Properties=species:S:1:pos:R:3:forces:R:3:mulliken_spin:R:1
Pd -1.138903 1.477995 -0.916172 -0.3 -0.4 -1.3 1.014
Se -0.608106 3.241373 -2.740207 -0.8 0.2 1.3 1.261
Se -2.048572 3.920404 -0.982147 0.7 0.0 -1.4 0.195
Te -1.890692 2.918711 1.497732 0.1 -0.5 0.5 0.406
Se -3.597988 1.396177 2.156412 0.3 0.3 -0.3 0.733
C 3.409022 -1.982234 -0.243641 0.7 -0.4 -0.3 0.001
C 2.030798 -2.684829 -0.150881 1.8 -1.5 0.5 -0.002
C 1.097332 -2.268446 0.948108 -1.6 -1.0 -1.3 0.006
N -0.207883 -2.471375 0.741950 3.1 0.6 1.2 0.001
N -0.943303 -2.025435 1.776238 -0.6 2.1 1.7 0.003
C -0.251099 -1.391623 2.708150 -0.4 -0.2 -0.6 0.003
N -0.819098 -0.477076 3.631120 0.0 -1.1 -1.0 -0.003
S 1.506118 -1.674501 2.544621 -1.3 0.6 -1.0 0.001
H 4.174641 -2.597260 -0.828532 -1.2 0.7 0.8 0.000
H 3.842594 -1.757095 0.736029 0.0 -0.3 0.0 0.000
H 3.337019 -1.013762 -0.744460 -0.2 -0.2 0.0 -0.001
H 2.174785 -3.800787 -0.012102 0.1 1.1 0.0 0.000
H 1.599359 -2.625062 -1.137853 -0.8 0.3 0.0 0.001
H -1.567931 0.098964 3.228477 0.5 -0.7 0.2 0.006
H -0.153280 0.083563 4.127084 0.2 0.0 0.2 0.000
Br 7.236781 1.570190 -1.243041 -0.3 0.0 -0.4 0.000
C 5.554663 2.038989 -0.518904 0.6 1.4 2.8 0.001
C 5.610144 2.803634 0.715050 -0.7 -0.5 -0.9 0.000
C 4.424014 3.052404 1.417886 1.0 -1.1 -2.0 -0.001
C 3.201070 2.534283 0.945750 0.3 0.9 0.8 -0.003
C 3.147765 1.903951 -0.263790 0.2 0.0 -0.6 0.016
C 4.342284 1.648589 -0.989889 -0.8 -0.3 -1.1 0.000
C 1.819428 1.410457 -0.809084 1.3 -1.8 0.4 0.001
O 0.759207 1.735686 -0.116663 0.2 0.6 -0.1 0.076
O 1.893557 0.566953 -1.704953 -1.3 1.0 0.0 0.016
H 6.564773 3.223184 1.073360 -0.6 -0.4 -0.3 0.000
H 4.540868 3.667411 2.255752 -0.4 0.6 1.4 0.000
H 2.278206 2.677766 1.503173 0.2 0.1 -0.1 0.003
H 4.296699 1.189632 -1.981953 -0.2 -0.1 0.5 0.000
C -2.153975 -2.585594 -1.550446 -1.4 -1.1 1.1 0.012
N -3.376650 -1.814791 -1.177648 0.1 0.1 -0.4 0.014
C -4.387696 -2.318710 -0.375368 0.4 0.8 -0.3 0.005
C -5.349980 -1.385222 -0.288819 0.1 0.5 0.3 0.010
N -4.893584 -0.291614 -1.026424 -0.7 -0.8 0.4 0.011
C -5.538992 0.974850 -0.948527 -1.1 1.4 1.2 -0.004
C -3.698365 -0.554655 -1.577705 0.0 -1.1 0.2 -0.009
Se -2.770095 0.574776 -2.793438 0.2 -0.2 1.2 0.230
H -1.632184 -2.008096 -2.290915 0.2 -0.1 -0.4 0.001
H -2.514843 -3.616768 -1.885758 0.7 1.5 0.1 -0.001
H -1.553267 -2.677988 -0.619445 -0.2 -0.1 -0.9 -0.010
H -4.313681 -3.206045 0.192754 0.2 -0.9 0.0 0.000
H -6.260373 -1.403711 0.331608 0.6 0.3 -0.7 -0.001
H -6.644969 0.871176 -0.835136 0.9 -0.2 -0.6 0.000
H -5.280406 1.595218 -1.804350 -0.1 0.0 0.2 -0.002
H -5.245219 1.456332 0.026997 0.0 -0.1 -1.2 0.010
```
Forces are in eV/Å.

<S²>	6.045
ΔE to the lowest compared entry with this formula, charge and spin	31.70	kcal per mole
HOMO (alpha / beta)	-0.401 / -0.400	hartree
multiplicity	5
frontier orbital gap (alpha / beta)	5.35 / 4.05	eV
electronic energy	-14018.86631	Eh
net charge	+1
F_max	3.340	eV/A

***

Record 2
A molecular structure, C16H19CoN3O7 in a non-equilibrium geometry. Source: OMol25; level of theory: ωB97M-V with the def2-TZVPD basis set.

```
46
Properties=species:S:1:pos:R:3:forces:R:3:mulliken_spin:R:1
Co 0.263624 0.917822 -0.217316 -0.6 0.4 -1.3 2.781
C -2.932485 3.532768 -1.662086 -0.1 -0.5 1.1 0.002
C -1.553441 2.832368 -1.701868 -2.5 -1.0 0.0 -0.011
C -1.221998 2.677845 -3.181657 0.4 0.6 -0.3 -0.001
O -1.708304 1.580972 -0.954619 0.2 -1.2 -0.2 0.031
C -0.482716 3.589275 -0.920364 1.0 0.5 0.4 0.002
O -0.477187 4.814416 -0.873960 -0.1 -1.2 -0.2 0.012
O 0.412972 2.811242 -0.348759 -0.3 0.7 0.0 0.068
H -3.736988 2.849093 -2.015266 0.6 0.3 0.3 0.000
H -2.880475 4.348576 -2.341267 -0.1 0.9 -0.4 0.000
H -3.200001 3.925306 -0.651568 0.3 -0.4 -0.7 0.000
H -2.004525 2.197785 -3.857223 0.9 0.7 1.2 0.000
H -0.259306 2.227754 -3.302486 0.5 -1.0 -0.1 0.000
H -0.977973 3.714331 -3.482552 -0.7 -0.3 -0.3 0.000
H -2.051864 0.738112 -1.401683 0.3 1.7 -0.2 -0.009
C -3.094498 -2.897146 1.732545 -0.2 -1.4 0.5 0.001
O -1.832621 -2.228559 1.695201 -0.9 0.8 -1.1 0.002
C -1.661436 -1.439174 0.613385 0.9 2.0 -0.2 0.001
O -0.751818 -0.582028 0.699864 -1.8 -2.3 -0.2 0.028
N -2.497159 -1.599961 -0.485588 0.5 -0.7 0.9 0.001
N -2.207010 -1.038645 -1.772395 0.9 0.3 0.1 0.000
H -3.119374 -3.453055 2.699350 0.1 0.4 -0.8 0.000
H -3.137575 -3.626890 0.886037 -0.2 0.6 0.7 0.000
H -3.947712 -2.194177 1.735052 0.4 -0.2 -0.1 0.000
H -3.492133 -1.746122 -0.337196 0.6 -0.1 0.1 0.000
H -2.683191 -1.623937 -2.464152 0.2 0.1 0.4 0.000
H -1.168363 -1.108442 -1.957587 -1.0 0.2 0.3 0.000
O 2.349410 -0.846776 -3.102392 -0.7 -0.4 0.7 0.011
C 1.675273 -0.651177 -2.091838 1.5 0.6 -0.7 -0.001
O 0.495820 -0.162728 -2.022581 -0.3 -0.1 0.4 0.040
C 2.383233 -0.874131 -0.735557 -0.2 -0.7 0.4 0.003
C 3.436435 -1.861649 -0.622999 -1.7 1.6 0.2 0.002
C 3.911458 -2.175414 0.609649 -0.8 1.8 0.0 0.002
C 3.381224 -1.458569 1.739163 -1.0 -0.2 -0.6 0.000
C 3.730393 -1.806158 3.057741 1.5 -1.3 -1.2 0.001
C 3.172582 -1.175647 4.097612 0.1 0.5 0.8 -0.001
C 2.226007 -0.155156 3.902239 0.4 -0.3 -0.8 0.005
C 1.810448 0.211430 2.662059 0.1 0.6 -1.2 0.012
C 2.352806 -0.466106 1.541459 0.9 -1.0 0.2 -0.037
N 1.870949 -0.214063 0.289052 1.2 -0.4 -0.2 0.028
H 3.692516 -2.256640 -1.570903 0.7 -0.6 -0.5 0.000
H 4.739832 -2.823784 0.721155 0.5 -0.8 0.3 0.000
H 4.514939 -2.600139 3.181973 -0.8 0.9 0.0 0.000
H 3.587027 -1.387020 5.064258 -0.3 0.0 0.5 0.000
H 1.896967 0.386964 4.722428 -0.7 0.9 1.5 0.000
H 1.176237 1.097237 2.425639 0.3 -0.9 0.6 0.025
```
Forces are in eV/Å.

<S²>	3.756
ΔE to the lowest compared entry with this formula, charge and spin	0.00	kcal per mole
HOMO (alpha / beta)	-0.322 / -0.327	hartree
multiplicity	4
frontier orbital gap (alpha / beta)	8.41 / 8.39	eV
electronic energy	-2694.86106	Eh
net charge	0
F_max	2.940	eV/A

***

Record 3
4 unconnected molecules or ions with the total composition C16H19F4N4O3S2 in a non-equilibrium geometry. Source: OMol25; level of theory: ωB97M-V with the def2-TZVPD basis set.

```
48
Properties=species:S:1:pos:R:3:forces:R:3:nbo_charge:R:1
C -0.431412 1.596600 1.563354 -0.2 -0.2 -0.2 -0.700
C 0.055683 2.487723 0.464873 -0.6 0.0 0.6 0.156
F -0.316913 2.094503 -0.766356 0.3 0.0 0.0 -0.297
S 1.943406 2.672574 0.312824 0.1 0.6 -0.7 0.840
O 2.305234 3.576915 1.643955 0.0 -0.2 0.0 -0.580
C 2.890332 2.973257 2.657224 -0.3 0.0 0.2 0.462
N 3.339517 2.441668 3.570489 0.2 0.0 -0.1 -0.239
S 2.599488 0.577051 0.549026 -0.3 -2.0 0.2 1.880
O 2.290449 0.023866 1.812812 0.2 0.6 0.3 -0.777
O 2.015939 0.047659 -0.636148 0.0 0.7 -0.2 -0.836
C 4.489118 0.697905 0.290118 0.1 0.4 -0.1 0.836
F 4.815086 1.981129 0.308241 0.0 0.0 0.2 -0.288
F 4.714452 0.188266 -0.886544 0.1 -0.1 -0.1 -0.256
F 5.064724 0.029198 1.237862 0.0 0.0 0.1 -0.240
H -0.210370 0.548923 1.374607 0.1 0.0 0.1 0.260
H -0.079987 1.927870 2.539415 0.1 -0.1 0.0 0.256
H -1.520876 1.695215 1.565619 0.0 0.1 0.0 0.285
H -0.240223 3.529167 0.633738 0.3 0.1 -0.1 0.231
N 3.422591 -2.250248 -2.516171 0.1 0.0 0.0 -0.519
C 2.768417 -3.318744 -3.070024 0.0 0.0 0.0 -0.079
C 3.639655 -3.947542 -3.916591 0.0 0.0 0.0 -0.283
C 4.868155 -3.233709 -3.873907 0.0 0.0 0.0 -0.293
C 4.705985 -2.193184 -3.001172 -0.1 0.0 0.0 -0.091
H 3.028932 -1.604709 -1.859315 -0.1 -0.1 -0.1 0.395
H 1.745370 -3.538431 -2.816439 0.0 0.0 0.0 0.213
H 3.422343 -4.823011 -4.504510 0.0 0.0 0.0 0.228
H 5.766036 -3.459915 -4.423566 0.0 0.0 0.0 0.229
H 5.386718 -1.419137 -2.693279 0.0 0.0 0.0 0.198
N -4.461371 1.272843 1.682790 0.2 0.0 -0.1 -0.525
C -4.767441 2.609388 1.738675 0.1 0.0 0.0 -0.103
C -5.290827 2.864865 2.976964 0.0 0.0 0.0 -0.283
C -5.300979 1.637909 3.695724 0.0 0.0 0.0 -0.299
C -4.783314 0.675061 2.872913 0.0 0.0 0.0 -0.078
H -4.069166 0.799533 0.888704 -0.1 -0.1 0.0 0.405
H -4.592140 3.257920 0.896744 -0.1 0.0 0.0 0.207
H -5.634289 3.822793 3.329321 0.0 0.0 0.0 0.228
H -5.652553 1.481953 4.701452 0.0 0.0 0.0 0.232
H -4.618510 -0.377193 3.029474 0.0 0.0 0.0 0.218
N -3.285498 -1.138282 -1.303773 0.0 0.0 0.1 -0.515
C -2.016614 -0.632179 -1.392689 0.0 0.1 0.1 -0.090
C -1.141146 -1.651337 -1.121622 0.0 0.0 0.1 -0.317
C -1.913634 -2.816335 -0.860609 0.0 0.0 0.0 -0.300
C -3.231063 -2.467356 -0.982585 0.0 0.0 0.0 -0.061
H -4.130789 -0.618227 -1.457066 0.0 -0.1 -0.1 0.416
H -1.848794 0.399031 -1.648718 0.0 0.0 -0.1 0.203
H -0.066530 -1.574286 -1.119336 0.0 0.0 0.0 0.212
H -1.543803 -3.797831 -0.616904 0.0 0.0 0.0 0.233
H -4.129384 -3.049129 -0.869592 0.0 0.0 0.0 0.224
```
Forces are in eV/Å.

ΔE to the lowest compared entry with this formula, charge and spin	0.00	kcal per mole
HOMO	-0.379	hartree
frontier orbital gap	4.14	eV
electronic energy	-2261.19673	Eh
net charge	+1
F_max	2.005	eV/A

***

- Which formula does entry 2 have?
  C16H19CoN3O7

***

- ΔE to the lowest compared entry with this formula, charge and spin of number 3 (C16H19F4N4O3S2)?
  0.00 kcal per mole